20
Properties=species:S:1:pos:R:3 method="wB97M-V/def2-TZVPD" gap_ev=9.25 relative_energy_kj_mol=0.0 total_charge=0 lumo_energy_ha=-0.0263 smiles="CCB(O)[Si@H](Br)S(=O)(=O)C(F)(F)F"
C 2.34167 -0.78598 -0.47975
C 2.19569 0.61853 0.16410
B 0.73370 0.95871 0.59126
O 0.40670 1.07165 1.93001
Si -0.75392 1.27975 -0.74219
Br -1.81110 3.15038 -0.13262
S -2.31787 -0.30553 -0.71195
O -3.57764 0.25423 -0.31747
O -2.28861 -0.93662 -2.00235
C -1.93558 -1.59925 0.56663
F -2.79860 -2.59499 0.35569
F -2.08736 -1.10731 1.79430
F -0.68365 -2.05010 0.42322
H 3.01166 -1.38018 0.12087
H 2.80243 -0.72342 -1.45317
H 1.40991 -1.32343 -0.59020
H 2.49673 1.35438 -0.57489
H 2.82086 0.69069 1.04118
H 0.31113 2.00395 2.14290
H -0.27615 1.42455 -2.12557

61
Properties=species:S:1:pos:R:3 method="wB97M-V/def2-TZVPD" gap_ev=10.25 total_charge=+1 lumo_energy_ha=-0.0977
C -2.79614 -1.15156 -4.48786
O -1.69799 -0.85918 -3.59753
B -0.43387 -1.06458 -3.97640
O -0.00341 -2.09036 -4.76746
N 0.62935 -0.05779 -3.39786
C 0.41460 -0.09597 -1.86017
C 1.55093 0.49104 -0.99916
C 0.93949 1.49874 -0.00107
C 2.29800 -0.57515 -0.19183
P 2.44588 -0.57991 -3.81053
O 2.34008 -0.87192 -5.36052
O 2.19962 -2.02511 -3.09739
P 0.26956 1.57099 -4.03908
O 1.25798 2.47748 -3.21365
O -1.15155 1.88870 -3.40523
S 0.39044 1.61553 -5.92051
H -3.54684 -0.38316 -4.32658
H -3.22430 -2.12170 -4.24380
H -2.46477 -1.15190 -5.52405
H -0.13523 -2.96873 -4.40024
H -0.52193 0.43124 -1.70076
H 0.24194 -1.14115 -1.60576
H 2.26599 1.04894 -1.59952
H 0.60149 0.97389 0.89352
H 0.09828 2.05625 -0.41749
H 1.70119 2.21126 0.31596
H 1.60853 -1.30311 0.23757
H 3.06717 -1.09299 -0.76533
H 2.81157 -0.08391 0.63061
H 2.01820 -1.75368 -5.60824
H 3.02228 -2.34926 -2.71104
H 0.85285 2.98934 -2.49775
H -1.75742 2.16696 -4.10762
C 1.75107 -4.94011 4.85361
C 2.77967 -4.12218 4.10922
O 2.19599 -2.91130 3.55672
C 2.03570 -1.91409 4.41039
O 2.31718 -1.88389 5.56895
C 1.43914 -0.69083 3.67592
F 0.40934 -1.03778 2.88670
F 2.37221 -0.12849 2.88828
F 1.01497 0.21798 4.53433
H 0.90537 -5.17372 4.20652
H 2.20166 -5.87386 5.18822
H 1.38034 -4.40491 5.72628
H 3.16262 -4.65587 3.24279
H 3.61974 -3.84821 4.74557
C -2.70145 1.19088 2.83440
C -3.77707 1.88737 2.03167
O -3.75828 3.31645 2.25451
C -2.84638 4.00166 1.59533
O -2.03704 3.58107 0.81783
C -2.96921 5.50734 1.93327
F -3.09002 5.70191 3.24364
F -4.04869 6.01191 1.32750
F -1.89937 6.16129 1.50240
H -2.80306 1.42607 3.89351
H -2.79064 0.11176 2.70852
H -1.70741 1.49784 2.51037
H -4.77017 1.57750 2.34670
H -3.67819 1.69499 0.96356

90
Properties=species:S:1:pos:R:3 method="wB97M-V/def2-TZVPD" gap_ev=6.97 relative_energy_kj_mol=78.0 total_charge=-1 lumo_energy_ha=0.0943
Cu -0.63863 0.14344 0.81074
O -0.54456 -2.71134 -0.58614
C 0.69195 -3.23247 -0.81976
C 0.89264 -4.49526 -1.36918
C 2.18347 -4.94078 -1.59844
C 3.27182 -4.13754 -1.28397
C 3.05580 -2.86462 -0.78053
C 1.77020 -2.37911 -0.56097
P 1.41932 -0.64019 -0.02243
C 2.52122 0.30208 -1.13772
C 2.85184 -0.13249 -2.41988
C 3.62693 0.65810 -3.25879
C 4.08249 1.89402 -2.82592
C 3.73016 2.34938 -1.56180
C 2.93526 1.57366 -0.73318
C 2.36681 -0.63440 1.56249
C 3.73300 -0.37911 1.67465
C 4.36150 -0.43436 2.91080
C 3.63451 -0.75671 4.04856
C 2.27528 -1.01860 3.94530
C 1.63994 -0.95284 2.71235
C -1.60414 -3.37926 -0.02463
C -1.52638 -4.65718 0.50320
C -2.66761 -5.23420 1.04779
C -3.86066 -4.53499 1.07059
C -3.90236 -3.23125 0.58721
C -2.77944 -2.62149 0.05089
P -2.64231 -0.85445 -0.48287
C -4.15828 -0.11712 0.24261
C -4.96977 0.72255 -0.51888
C -6.05487 1.37008 0.05363
C -6.34084 1.19728 1.40044
C -5.51678 0.39089 2.17456
C -4.42622 -0.25209 1.60509
C -3.18726 -1.05706 -2.24576
C -2.48315 -0.32894 -3.20177
C -2.81944 -0.40327 -4.54926
C -3.86779 -1.21382 -4.95573
C -4.57777 -1.94729 -4.01040
C -4.23939 -1.86815 -2.66814
H 0.04348 -5.11370 -1.62507
H 2.33757 -5.92314 -2.02760
H 4.28077 -4.49450 -1.44704
H 3.90188 -2.22647 -0.55388
H 2.50667 -1.09811 -2.76857
H 3.87980 0.30123 -4.24968
H 4.70259 2.50279 -3.47265
H 4.07288 3.31725 -1.22061
H 2.63122 1.95094 0.23712
H 4.30943 -0.10836 0.79821
H 5.42067 -0.21985 2.98735
H 4.12497 -0.79093 5.01381
H 1.69878 -1.26153 4.82954
H 0.56742 -1.13313 2.63920
H -0.59089 -5.19709 0.51382
H -2.61061 -6.23426 1.45997
H -4.75203 -4.98706 1.48746
H -4.82453 -2.66805 0.66343
H -4.74675 0.88284 -1.56608
H -6.67390 2.02011 -0.55339
H -7.18936 1.70154 1.84744
H -5.71172 0.27300 3.23396
H -3.74113 -0.82688 2.21806
H -1.66860 0.30905 -2.87460
H -2.26326 0.17197 -5.27936
H -4.13501 -1.27583 -6.00376
H -5.39800 -2.58298 -4.32235
H -4.80152 -2.44453 -1.94265
F -1.56893 -0.95018 2.09118
C 3.22658 5.76031 -0.20026
C 3.01674 4.79322 0.93267
C 4.06500 4.37113 1.73517
C 3.83139 3.51271 2.79837
Cl 5.17435 2.97816 3.78208
C 2.55255 3.07695 3.08450
C 1.49350 3.48730 2.28630
C 1.72389 4.32278 1.20117
O 0.77786 4.75893 0.34109
C -0.58383 4.37455 0.49486
C -0.92039 2.88668 0.33512
O -2.09211 2.64891 0.04134
O 0.01588 2.07342 0.60736
H 4.28905 5.95212 -0.35433
H 2.72691 6.70850 0.00913
H 2.79055 5.37819 -1.12340
H 5.07255 4.71409 1.53346
H 2.38047 2.39858 3.90930
H 0.50493 3.09932 2.48193
H -1.12082 4.93134 -0.26765
H -0.96346 4.68752 1.47381

108
Properties=species:S:1:pos:R:3 method="wB97M-V/def2-TZVPD" gap_ev=5.51 relative_energy_kj_mol=5608.0 total_charge=0 lumo_energy_ha=-0.0749
C 0.57284 5.43478 -1.59207
C 0.82893 4.08011 -1.10232
N 1.03335 3.08306 -0.68907
H -0.23951 5.82917 -0.98160
H 0.25183 5.48601 -2.63247
H 1.55847 5.89785 -1.54525
C 2.51077 2.70285 -2.57219
C 1.84379 3.86099 -3.22254
N 1.41710 4.80212 -3.71170
H 1.85510 1.83818 -2.67487
H 2.64364 2.86029 -1.50184
H 3.43750 2.43370 -3.07899
C -1.54245 -0.91169 3.07175
C -1.96918 -0.01735 4.17186
N -2.40759 0.68247 5.02519
H -0.45555 -0.83961 3.03220
H -2.02925 -0.53637 2.17160
H -1.75262 -1.98101 3.04958
C -3.51794 -1.79151 0.54012
C -3.70803 -1.10913 -0.75331
N -3.83735 -0.49081 -1.74674
H -4.03041 -1.30475 1.36991
H -2.49192 -2.11786 0.71002
H -4.04906 -2.73292 0.39961
C -3.24938 -0.89187 -4.54952
C -2.42315 -0.90907 -3.40245
C -1.61955 0.24400 -3.18934
C -1.37987 1.14590 -4.16028
C -2.27554 1.12887 -5.27097
C -3.12847 0.10524 -5.53772
N -0.41244 2.25789 -3.84695
O -0.63771 3.35821 -4.36038
O 0.64487 2.00860 -3.27029
H -4.02422 -1.62219 -4.73019
H -2.60757 -1.58283 -2.57879
H -0.96290 0.25412 -2.33196
H -2.16970 1.96821 -5.94232
H -3.71722 -0.03353 -6.43244
C 4.93607 -3.05495 6.46100
C 3.77035 -2.31732 6.35822
C 3.49047 -1.69376 5.12412
C 4.44267 -1.71628 4.12458
C 5.73998 -2.18858 4.36452
C 5.92010 -3.00715 5.46240
N 4.05741 -1.36544 2.72666
O 4.83534 -1.57468 1.85395
O 3.05270 -0.67495 2.53626
H 4.98166 -3.81311 7.22881
H 2.91134 -2.33977 7.01244
H 2.48009 -1.36314 4.93382
H 6.46015 -2.10227 3.56434
H 6.80928 -3.61963 5.48755
C -0.97169 3.00330 -1.06155
C -1.70777 1.80659 -0.98442
C -2.76667 1.67604 -1.90993
C -2.97514 2.58292 -2.92502
C -2.22710 3.77854 -2.95262
C -1.09829 3.92810 -2.09198
N -4.10288 2.39790 -3.82395
O -4.86576 1.51740 -3.55879
O -4.24992 3.14524 -4.75884
H -0.09844 2.97711 -0.42661
H -1.51439 1.09504 -0.19532
H -3.42186 0.82990 -1.76432
H -2.27674 4.41119 -3.82651
H -0.51319 4.83539 -2.06225
C 2.46604 1.46368 1.10399
C 1.93633 0.46248 1.93327
C 0.75866 -0.20037 1.46420
C 0.11710 0.15644 0.23981
C 0.72744 1.14510 -0.52975
C 1.93001 1.76639 -0.11404
N -1.10337 -0.55452 -0.20314
O -1.41996 -0.33814 -1.35796
O -1.69050 -1.44023 0.53174
H 3.34375 1.96234 1.48787
H 2.39176 0.12119 2.85114
H 0.23641 -0.87712 2.12425
H 0.31167 1.30982 -1.51281
H 2.56990 2.44016 -0.66448
C 0.67459 -1.80105 -4.58610
C 0.48035 -1.41816 -3.22152
C -0.64149 -2.00549 -2.61406
C -1.51387 -2.88129 -3.26660
C -1.39404 -3.12227 -4.64494
C -0.29642 -2.60207 -5.30180
N -2.63791 -3.40435 -2.41105
O -2.89548 -2.76440 -1.35330
O -3.26110 -4.34457 -2.90885
H 1.47160 -1.40459 -5.19765
H 1.27952 -0.97480 -2.64605
H -0.69663 -1.74293 -1.56792
H -2.13938 -3.54449 -5.30266
H -0.19278 -2.83923 -6.35033
C 1.88066 -0.35819 4.32120
C 1.33006 -1.50745 3.65700
C 0.48064 -2.35441 4.25257
C 0.21332 -2.16118 5.65362
C 0.81752 -1.12938 6.37478
C 1.56648 -0.17575 5.63627
N -0.79228 -3.10852 6.26700
O -1.04424 -2.77527 7.44685
O -1.08472 -4.18559 5.76268
H 2.47683 0.38930 3.81895
H 1.69446 -1.63590 2.64848
H 0.09963 -3.18902 3.68277
H 0.61397 -0.88767 7.40752
H 1.87844 0.76760 6.05955

68
Properties=species:S:1:pos:R:3 method="wB97M-V/def2-TZVPD" gap_ev=5.72 relative_energy_kj_mol=13.2 total_charge=+2 lumo_energy_ha=-0.2726
Ti 1.20341 0.40393 1.75374
N 0.96994 1.03096 3.90354
C 0.55479 -0.04615 4.78403
C 0.24372 0.10657 6.10419
C -0.16627 -1.01034 6.86165
C -0.25027 -2.24768 6.28921
C 0.07238 -2.42718 4.92367
C 0.03920 -3.67288 4.26091
C 0.37869 -3.74718 2.93537
C 0.72725 -2.58137 2.25050
N 0.77258 -1.39170 2.83821
C 0.47417 -1.30657 4.17382
H 0.27025 1.77042 3.89267
H 1.83289 1.46020 4.23257
H 0.30725 1.08036 6.57486
H -0.41290 -0.87533 7.90538
H -0.56112 -3.10463 6.87259
H -0.25385 -4.56022 4.80830
H 0.36903 -4.68667 2.40238
H 0.96411 -2.61810 1.19626
Br 3.71130 -0.00399 2.83580
C 5.00115 0.12293 1.34466
Br 5.06412 -1.48372 0.33634
H 5.95092 0.30584 1.83165
H 4.66863 0.96382 0.74966
O -0.30606 1.75185 1.54286
C 0.52163 2.70176 1.30732
C 0.33453 4.00982 0.61468
C 1.79323 4.47603 0.44247
C 2.64773 3.35268 1.02433
O 3.82976 3.19927 0.97172
N 1.76603 2.42601 1.64334
H -0.26604 4.67482 1.23755
H -0.20669 3.86968 -0.32075
H 2.01856 5.40391 0.96624
H 2.07129 4.61952 -0.60038
C -5.12224 0.50539 -4.68575
C -4.21194 -0.53802 -4.09608
C -4.49377 -1.88773 -4.28193
C -3.67654 -2.88100 -3.76594
C -2.54416 -2.53042 -3.05449
C -2.25685 -1.18733 -2.86524
N -1.06988 -0.84010 -2.12904
C 0.08608 -0.48715 -2.70194
C 0.19924 -0.45298 -4.11461
C 1.36886 -0.08564 -4.71357
C 2.51860 0.27699 -3.96739
C 2.45621 0.25144 -2.61581
C 1.25292 -0.12337 -1.94069
C 1.28009 -0.14838 -0.54816
O 0.28310 -0.47450 0.24010
O 2.31128 0.22367 0.17684
C -3.07393 -0.17245 -3.36417
C -2.71770 1.27409 -3.14030
H -5.91842 0.04012 -5.26248
H -4.57695 1.18006 -5.34770
H -5.58791 1.11371 -3.90802
H -5.37456 -2.16417 -4.84777
H -3.91806 -3.92257 -3.92814
H -1.87536 -3.28345 -2.65691
H -1.11474 -0.86357 -1.12316
H -0.65924 -0.73447 -4.70771
H 1.42137 -0.07658 -5.79477
H 3.42790 0.55688 -4.47897
H 3.31723 0.50622 -2.01246
H -2.02141 1.63189 -3.90425
H -2.24430 1.41955 -2.16920
H -3.60032 1.90717 -3.18167

18
Properties=species:S:1:pos:R:3 method="wB97M-V/def2-TZVPD" gap_ev=4.10 relative_energy_kj_mol=1401.7 total_charge=0 lumo_energy_ha=-0.1620
O -0.15842 1.95325 0.45862
C 0.44463 0.78347 0.14317
N -0.32191 0.02124 -0.71886
C -1.05630 0.93285 -1.68592
C 0.90895 0.00805 1.42536
N 0.81106 -1.10816 2.54187
C -0.44678 -0.93986 1.77553
O -0.08887 -1.56408 -2.75438
H -0.16677 -0.94137 -1.26823
H -0.37702 1.42500 -2.41641
H -1.75317 0.31302 -2.25651
H -1.33970 1.68800 -0.95482
H 1.19106 0.90530 2.06464
H 1.88589 -0.37180 1.03563
H 1.44375 0.95512 -0.39979
H -0.60000 -1.76622 1.09111
H -1.29809 -0.36710 2.11955
H 0.46526 -2.05196 -3.35888

16
Properties=species:S:1:pos:R:3 method="wB97M-V/def2-TZVPD" gap_ev=9.31 relative_energy_kj_mol=58.5 total_charge=0 lumo_energy_ha=0.0233 smiles="NC(=O)[C@H](N)CSS"
S 1.87496 2.46003 -0.27118
S 0.24137 1.68608 0.59909
C 0.42722 -0.11147 0.69399
C -1.00889 -0.66321 0.18677
C -0.83080 -2.16649 -0.04009
N -1.96289 -2.92005 -0.00530
O 0.25905 -2.60788 -0.20079
N -1.32992 -0.27335 -1.20277
H 2.75278 2.22401 0.68832
H 0.41635 -0.49343 1.76877
H 1.25976 -0.56031 0.09736
H -1.74859 -0.42648 0.88974
H -2.86155 -2.49007 0.02266
H -1.87231 -3.77821 -0.45748
H -1.69549 0.61506 -1.34495
H -0.66011 -0.56437 -1.89210

71
Properties=species:S:1:pos:R:3 method="wB97M-V/def2-TZVPD" spin_multiplicity=4 gap_ev="7.09 / 7.82" relative_energy_kj_mol=124.1 total_charge=0 lumo_energy_ha="-0.0401 / -0.0135" s_squared=3.812
Cr -0.18149 -0.47137 -0.50942
C -1.96930 -2.35223 2.21022
Sb -1.42005 -0.34737 1.73691
C -3.38066 0.43937 1.72680
C -0.64324 0.12988 3.73690
C -1.45780 1.17420 4.46908
C -2.61298 0.75550 5.13971
C -3.45353 1.64774 5.78287
C -3.13824 2.99860 5.77301
C -1.97956 3.42577 5.14348
C -1.11510 2.53990 4.49274
C 0.12512 3.07413 3.83179
Sb -0.02080 2.95716 1.64567
C 1.29033 4.61583 1.28546
C -1.84480 4.08550 1.54530
H -2.63809 -2.34807 3.06613
H -1.08745 -2.94972 2.42446
H -2.47195 -2.76330 1.33865
H -3.73307 0.50250 2.75058
H -3.96702 -0.26128 1.14420
H -3.40829 1.41880 1.25712
H 0.40765 0.40132 3.63222
H -0.72061 -0.83041 4.25490
H -2.84873 -0.30766 5.15228
H -4.34650 1.29473 6.28502
H -3.78647 3.71652 6.26165
H -1.72006 4.47900 5.16185
H 1.01633 2.50964 4.12423
H 0.28118 4.12403 4.09050
H 0.96823 5.45380 1.90699
H 1.21829 4.88009 0.22982
H 2.31902 4.34696 1.53037
H -1.58466 5.13438 1.39791
H -2.39973 3.96157 2.47525
H -2.44644 3.75030 0.70109
O 5.63130 0.04360 1.66442
C 4.36363 -0.03142 1.23704
C 3.39430 -0.81981 1.84756
C 2.13236 -0.82085 1.31994
N 1.75675 -0.09892 0.24483
C 2.71468 0.64458 -0.33797
Br 2.29725 1.64461 -1.86369
C 4.00853 0.71959 0.13002
H 5.77835 -0.55815 2.40172
H 3.61931 -1.43021 2.71458
H 1.37357 -1.45079 1.75830
H 4.73297 1.35019 -0.36505
O -1.26606 -0.48428 -3.33041
As -2.23473 -1.62011 -2.41878
O -3.76794 -1.65015 -2.95818
O -2.01934 -1.11118 -0.79440
C -1.35025 -3.30165 -2.82936
C -2.07420 -4.09414 -3.70380
C -1.54378 -5.30317 -4.14329
C -0.29696 -5.72779 -3.71158
C 0.43943 -4.95043 -2.83141
C -0.09066 -3.74993 -2.39319
S 0.90283 -2.72543 -1.36906
O 2.15577 -3.36396 -1.11330
O 0.96177 -1.40773 -2.05197
O 0.11510 -2.43347 -0.11660
H -1.81511 0.22961 -3.69131
H -3.04094 -3.73906 -4.03412
H -2.11707 -5.91621 -4.82824
H 0.11130 -6.66434 -4.06870
H 1.41623 -5.25812 -2.47946
F -2.61568 2.58416 -1.44813
B -1.27856 2.59769 -1.78298
F -0.56530 3.62939 -1.18684
F -1.02981 2.47997 -3.13653
F -0.69294 1.32478 -1.11567

DFT total energy in eV, matching the order above: -106951.955 -82279.389 -133900.654 -85705.559 -207869.581 -11372.375 -29938.867 -234910.851